Formula: C35H37GeIrNO6P2S2
Source: the Open Molecules 2025 dataset
Level of theory: ωB97M-V with the def2-TZVPD basis set

Properties
- Kohn-Sham gap (alpha / beta): 5.69 / 7.23 eV
- Multiplicity: 5
- Charge: -1

The geometry in XYZ format:
```
85
Properties=species:S:1:pos:R:3:forces:R:3:mulliken_spin:R:1
Ir -0.712 1.088 0.013 0.61 -0.61 -0.14 2.2394
C 0.035 -1.969 2.568 0.00 -0.04 0.02 0.0122
N 0.765 -1.506 1.367 0.01 -0.04 0.02 0.0045
P 1.169 0.207 1.463 -0.22 0.15 -0.11 -0.1037
C 2.102 0.232 3.044 -0.06 0.01 0.02 0.1023
C 1.979 1.374 3.829 0.01 0.01 0.01 0.0074
C 2.678 1.486 5.024 -0.01 0.00 0.00 0.0097
C 3.489 0.446 5.453 0.00 0.01 0.01 0.0031
C 3.602 -0.708 4.686 0.00 -0.01 -0.01 0.0017
C 2.913 -0.812 3.488 0.02 0.01 -0.02 0.0160
C 2.510 0.450 0.252 -0.02 -0.04 0.00 0.2962
C 3.829 0.514 0.607 0.02 0.00 -0.01 -0.1459
C 4.845 0.815 -0.317 0.01 0.00 0.01 0.4138
C 4.508 1.061 -1.667 -0.01 0.00 -0.02 -0.1103
C 3.214 1.048 -2.064 0.04 0.03 0.00 0.2781
C 2.060 0.793 -1.150 0.00 0.01 -0.01 -0.0962
P -0.054 -1.654 -0.156 -0.04 0.32 0.02 0.1922
C 1.247 -2.408 -1.207 -0.01 -0.01 -0.02 -0.0200
C 2.522 -2.717 -0.749 0.00 0.01 0.00 0.0132
C 3.474 -3.228 -1.623 0.00 0.01 0.02 0.0020
C 3.160 -3.433 -2.957 0.01 -0.01 -0.01 0.0126
C 1.886 -3.126 -3.421 -0.01 0.01 0.00 -0.0022
C 0.939 -2.611 -2.552 0.00 0.00 -0.01 0.0189
C -1.144 -3.113 -0.031 -0.06 0.02 -0.01 0.0513
C -0.643 -4.380 0.268 0.01 -0.01 -0.02 -0.0030
C -1.483 -5.480 0.284 0.01 0.00 0.00 0.0022
C -2.831 -5.324 -0.023 -0.01 0.00 0.00 -0.0006
C -3.331 -4.071 -0.339 0.01 -0.01 0.01 0.0030
C -2.492 -2.963 -0.340 -0.01 -0.01 -0.02 0.0109
H 0.724 -2.028 3.409 -0.02 0.00 -0.01 0.0014
H -0.366 -2.964 2.390 0.00 0.01 0.00 0.0012
H -0.796 -1.315 2.842 -0.01 0.01 0.00 -0.0026
H 1.320 2.172 3.504 0.00 -0.01 -0.01 -0.0096
H 2.576 2.381 5.625 0.00 -0.01 0.00 0.0001
H 4.027 0.528 6.390 0.00 0.00 0.00 0.0004
H 4.228 -1.525 5.022 0.00 0.00 0.00 0.0003
H 3.000 -1.708 2.882 0.01 0.00 0.00 0.0008
H 4.121 0.345 1.635 -0.01 -0.01 0.01 0.0087
H 5.876 0.855 0.010 0.00 0.00 0.00 0.0279
H 5.293 1.256 -2.389 0.00 0.00 0.00 -0.0005
H 2.979 1.200 -3.108 0.00 0.00 0.02 0.0395
H 1.334 2.701 -0.454 0.02 0.01 -0.03 -0.0396
H 2.764 -2.538 0.290 0.00 0.00 0.00 -0.0009
H 4.469 -3.454 -1.258 0.00 0.00 -0.01 0.0030
H 3.906 -3.823 -3.638 0.00 0.00 0.00 0.0016
H 1.634 -3.277 -4.464 0.00 0.00 0.00 -0.0002
H -0.049 -2.351 -2.921 0.00 0.00 0.01 0.0052
H 0.413 -4.503 0.483 0.00 0.00 0.00 0.0006
H -1.090 -6.460 0.524 0.00 0.00 0.00 0.0002
H -3.489 -6.185 -0.016 0.00 0.00 0.00 0.0000
H -4.379 -3.947 -0.579 0.00 0.00 0.00 0.0000
H -2.881 -1.978 -0.561 0.01 -0.01 -0.01 -0.0014
O -1.785 1.549 2.103 0.01 0.01 -0.04 0.0778
S -2.862 0.544 2.112 -0.06 0.10 -0.19 0.0175
O -3.175 0.029 3.421 0.05 -0.02 0.06 0.0072
O -2.573 -0.475 1.100 -0.08 -0.01 0.09 0.0396
C -4.359 1.376 1.548 0.00 -0.04 0.04 -0.0039
C -5.446 1.237 2.402 -0.04 0.00 0.04 -0.0012
C -6.682 1.790 2.100 0.02 0.00 -0.02 0.0003
C -6.840 2.496 0.924 0.03 -0.01 -0.01 0.0007
C -5.762 2.642 0.062 -0.05 0.02 0.00 -0.0009
C -4.519 2.094 0.352 -0.04 0.04 -0.06 0.0161
S -3.251 2.430 -0.894 -0.02 -0.10 0.15 -0.0199
O -2.194 3.165 -0.201 -0.10 0.14 0.08 0.0433
O -3.928 3.163 -1.934 0.03 -0.01 -0.05 0.0126
O -2.737 1.114 -1.323 -0.09 0.03 0.13 0.0804
H -5.302 0.682 3.317 0.01 0.00 -0.01 0.0001
H -7.509 1.665 2.787 0.00 0.00 0.00 0.0000
H -7.795 2.938 0.666 0.00 0.00 0.00 0.0000
H -5.868 3.193 -0.860 0.01 0.00 0.00 -0.0005
C -0.182 4.624 -2.204 -0.04 -0.02 -0.03 0.0080
Ge 0.473 2.860 -2.742 -0.07 -0.02 0.00 -0.0005
C -0.793 1.947 -3.927 0.01 -0.02 -0.05 0.0048
C 1.971 3.298 -3.971 0.01 0.05 -0.02 0.0261
C 0.953 1.891 -1.094 0.07 0.06 0.08 0.4262
H -0.494 5.193 -3.083 0.01 -0.02 -0.02 0.0003
H 0.620 5.174 -1.707 0.01 -0.01 0.00 -0.0023
H -1.025 4.532 -1.525 0.01 0.03 0.01 -0.0024
H -0.916 2.569 -4.817 -0.03 -0.04 -0.01 0.0004
H -1.768 1.780 -3.475 0.02 0.03 0.07 0.0004
H -0.390 0.981 -4.243 0.02 0.00 0.01 -0.0025
H 1.615 4.106 -4.615 0.02 0.01 0.00 0.0012
H 2.247 2.461 -4.615 -0.01 -0.01 -0.01 -0.0022
H 2.865 3.643 -3.449 -0.01 0.00 0.02 -0.0055
H 1.560 -0.081 -1.589 -0.01 -0.01 -0.01 0.0336
```
Positions in Å, forces in eV/Å.



Formula: C27H59N5O8
Source: the Open Molecules 2025 dataset
Level of theory: ωB97M-V with the def2-TZVPD basis set

Properties
- Kohn-Sham gap (alpha / beta): 1.54 / 8.89 eV
- Multiplicity: 2
- Charge: -1

The geometry in XYZ format:
```
99
Properties=species:S:1:pos:R:3:forces:R:3:mulliken_spin:R:1
C -5.442 1.638 0.663 -0.25 -1.11 2.38 0.2895
O -5.312 1.068 1.788 -0.38 1.03 -2.66 -0.0699
N -4.525 2.379 0.069 0.72 1.26 0.07 -1.0478
C -4.765 3.105 -1.178 -0.96 -1.44 -0.72 0.5852
C -3.181 2.538 0.643 -0.94 -0.42 -0.96 0.0148
H -6.342 1.605 0.029 -0.27 -0.34 0.42 0.1277
H -5.750 2.841 -1.563 -0.50 0.17 0.49 0.1120
H -4.220 2.628 -1.993 0.87 0.56 0.16 -0.1032
H -4.706 4.193 -1.175 0.47 -0.17 0.47 -0.1521
H -2.581 2.179 -0.193 0.64 0.42 0.52 0.2277
H -3.033 3.596 0.861 0.39 -0.14 0.07 -0.1845
H -3.061 1.886 1.508 -0.17 0.26 -0.06 0.2376
C 1.687 1.230 0.003 0.62 1.07 2.44 0.0539
O 2.331 1.213 1.059 0.34 -0.24 -0.83 0.0220
N 0.405 0.886 -0.032 -0.46 -0.48 1.07 -0.4281
C -0.367 1.162 -1.189 0.73 0.19 -0.82 0.5678
C -0.370 0.492 1.157 0.34 0.06 -0.02 -0.1586
H 2.088 1.734 -0.890 -0.11 -0.59 -0.28 0.2200
H 0.366 1.347 -1.975 -0.34 0.06 -0.31 0.1906
H -0.915 2.089 -1.022 -0.46 -0.22 -0.39 -0.2741
H -0.920 0.273 -1.492 -0.45 0.28 0.00 -0.0919
H 0.177 0.307 2.081 0.81 -0.46 -0.59 0.1810
H -1.040 1.272 1.520 -0.24 0.26 -0.68 -0.1633
H -0.942 -0.379 0.837 -0.23 -0.01 0.35 0.0073
C 4.494 2.060 -2.466 0.41 2.94 -0.66 0.1665
O 4.478 1.209 -3.308 -0.38 -1.45 -0.48 -0.0821
N 3.731 3.210 -2.506 0.39 -0.22 -0.48 -0.8383
C 3.827 4.206 -1.443 0.11 -0.64 -0.46 0.5782
C 2.673 3.399 -3.523 0.28 -0.91 0.70 1.0328
H 5.327 2.203 -1.760 -0.23 -0.53 0.58 0.1096
H 4.742 4.051 -0.872 -0.09 -0.29 0.16 0.1235
H 2.950 4.077 -0.809 0.03 0.64 0.28 -0.1764
H 3.944 5.202 -1.871 -0.48 0.06 0.02 -0.0829
H 2.599 4.414 -3.913 0.13 0.08 0.48 -0.3087
H 2.823 2.740 -4.378 0.28 -0.11 0.19 0.1586
H 1.754 3.079 -3.032 -0.51 0.39 -0.33 -0.2072
C 5.267 -0.304 1.736 -0.49 1.21 -0.83 0.0810
O 5.747 -1.093 0.961 0.69 -1.20 0.16 -0.0209
N 5.310 -0.291 3.081 0.64 -0.50 0.30 -0.1189
C 4.732 0.795 3.835 -0.38 -0.48 0.87 0.0798
C 6.051 -1.263 3.895 0.01 0.68 -0.38 0.0460
H 4.728 0.557 1.311 -0.26 0.12 0.43 0.0162
H 3.969 1.355 3.294 0.28 -0.06 -0.20 0.0118
H 5.479 1.423 4.321 0.32 0.39 -0.50 -0.0083
H 4.251 0.344 4.703 -0.49 -0.03 0.04 -0.0049
H 6.758 -1.883 3.344 -0.47 0.05 -0.43 0.0123
H 6.670 -0.680 4.577 -0.08 -0.07 0.36 -0.0071
H 5.344 -1.878 4.451 0.14 -0.13 0.12 -0.0073
C -4.055 -2.344 1.085 -1.00 -1.52 -1.89 0.0502
O -4.497 -2.845 0.028 0.30 1.15 1.63 -0.0367
N -2.809 -2.542 1.500 1.82 0.23 -0.08 -0.1198
C -2.337 -2.020 2.784 -0.87 -1.52 -0.34 0.0373
C -1.809 -3.258 0.696 -0.77 0.32 -0.51 0.1179
H -4.662 -1.793 1.821 -0.10 0.22 -0.36 0.0194
H -2.498 -2.889 3.422 0.25 0.31 0.91 -0.0139
H -2.987 -1.203 3.097 0.40 0.17 0.07 0.0486
H -1.265 -1.826 2.761 -0.21 0.46 -0.13 -0.0179
H -2.255 -3.476 -0.274 0.04 0.37 -0.06 0.0146
H -0.942 -2.605 0.596 0.13 -0.19 -0.12 0.0050
H -1.505 -4.241 1.056 -0.06 0.10 0.70 -0.0165
C 1.361 -2.511 5.788 -0.48 -1.32 1.47 0.0224
C -0.148 -2.191 5.663 0.77 0.31 -0.78 -0.0154
C -0.053 -0.767 5.118 0.58 -0.58 1.46 0.0892
O 1.141 -0.740 4.362 1.20 0.52 -1.31 -0.0573
C 2.038 -1.876 4.611 -2.51 -0.02 0.25 -0.0194
H 1.549 -3.583 5.846 -0.05 -0.18 -0.19 -0.0118
H 1.748 -2.146 6.739 -0.01 0.41 0.03 -0.0018
H -0.745 -2.262 6.572 0.19 -0.13 -0.01 -0.0362
H -0.580 -2.801 4.870 -0.11 -0.30 0.18 0.0187
H 0.099 -0.094 5.962 -0.26 0.32 0.15 0.0014
H -0.959 -0.462 4.594 0.39 0.12 -0.52 -0.0060
H 3.084 -1.673 4.840 -0.19 0.74 -0.40 0.0358
H 1.926 -2.550 3.762 0.47 0.13 -0.27 0.0150
C 0.726 -3.107 -3.955 -0.42 0.37 -0.38 0.1261
C 1.439 -2.136 -4.897 0.90 -0.93 -1.23 0.0340
C 1.585 -0.778 -4.199 -0.66 -1.38 0.60 0.3033
O 0.899 -1.009 -2.976 -1.55 0.42 1.62 -0.3181
C 0.919 -2.398 -2.663 1.39 0.14 0.12 -0.1117
H 1.152 -4.106 -3.858 0.06 -0.02 -0.50 -0.0492
H -0.315 -3.179 -4.268 -0.17 -0.13 0.37 0.0335
H 0.907 -2.094 -5.848 0.21 0.16 -0.09 -0.1010
H 2.425 -2.573 -5.056 0.15 0.25 -0.45 0.0154
H 1.052 0.032 -4.697 0.34 0.09 -0.06 0.0969
H 2.626 -0.556 -3.963 0.05 0.33 -0.32 -0.0457
H 0.306 -2.822 -1.868 -0.64 1.14 0.15 0.0318
H 1.942 -2.578 -2.333 0.36 -0.41 0.19 -0.0125
C -2.964 0.781 -3.738 -1.82 0.69 -0.30 0.1338
C -3.470 -0.474 -3.030 0.49 -0.47 0.04 -0.0253
C -5.017 -0.396 -2.955 1.98 -0.92 -0.81 0.0194
O -5.335 0.863 -3.520 -1.24 0.09 1.14 -0.1969
C -4.300 1.352 -4.356 0.42 -0.88 0.51 0.4090
H -2.227 0.653 -4.531 0.20 -0.06 0.39 -0.2958
H -2.622 1.359 -2.879 0.37 0.85 -0.79 0.2335
H -3.008 -0.425 -2.044 -0.19 -0.62 0.12 0.0307
H -3.140 -1.377 -3.545 -0.04 -0.12 0.20 0.0235
H -5.339 -0.667 -1.950 -0.45 1.18 0.24 0.0063
H -5.373 -1.250 -3.531 -0.48 0.21 -0.62 -0.0317
H -4.453 2.428 -4.433 0.41 0.07 0.25 -0.1079
H -4.486 0.943 -5.349 0.39 -0.13 -0.33 -0.0410
```
Positions in Å, forces in eV/Å.



Formula: C7H9PS
Source: the Open Molecules 2025 dataset
Level of theory: ωB97M-V with the def2-TZVPD basis set

Properties
- Kohn-Sham gap (alpha / beta): 7.65 / 7.54 eV
- Charge: 0

The geometry in XYZ format:
```
18
Properties=species:S:1:pos:R:3:forces:R:3:mulliken_charge:R:1
C 1.549 0.264 -1.788 0.16 0.03 -0.13 -0.6211
C 2.053 -0.412 -0.690 -0.05 0.01 0.06 -0.3335
C 0.229 0.678 -1.831 -0.14 -0.04 0.16 -0.3199
C 1.220 -0.675 0.398 0.22 -0.15 0.15 -0.4522
C -0.646 0.417 -0.771 0.13 0.07 -0.31 0.8078
C -0.054 -0.243 0.262 -2.14 -0.44 2.09 0.2749
C -2.076 0.826 -0.786 -0.13 0.04 0.12 -1.5197
P -0.666 -1.583 3.611 0.29 -0.33 0.58 -0.0346
S -1.838 -0.712 2.220 1.31 0.87 -2.62 -0.1806
H 2.193 0.469 -2.629 0.07 0.02 -0.06 0.3629
H 3.081 -0.738 -0.671 0.11 -0.03 0.03 0.3595
H -0.151 1.209 -2.690 -0.03 0.04 -0.15 0.3412
H 1.580 -1.196 1.273 -0.05 -0.05 0.12 0.2040
H -2.674 0.065 -0.291 -0.12 -0.03 -0.09 0.3617
H -2.204 1.750 -0.226 -0.05 0.12 0.03 0.2897
H -2.430 0.978 -1.801 -0.05 0.01 -0.07 0.3908
H 0.399 -0.676 3.647 0.30 0.24 0.19 0.0375
H 0.043 -2.491 2.815 0.16 -0.38 -0.09 0.0313
```
Positions in Å, forces in eV/Å.



Values of energy above the lowest of the compared OMol25 structures with the same formula, charge and spin, in order: 18.47; 15.52; 35.66, all in kcal per mole.